# 1
8 unconnected molecules or ions with the total composition C26H62B3F4N6O4. Source: OMol25; level of theory: the ωB97M-V functional and the def2-TZVPD basis.

Values from the calculation:
HOMO-LUMO gap: 5.38 eV
E_LUMO: -8.68 eV
highest occupied orbital energy: -14.1 eV
total charge: +3

Each atom is followed by the atoms it is bonded to, with distances in Å.
Positions of all 105 atoms, in Å:
1 B -1.194 0.346 -0.497  H2 1.079, H3 1.079, H4 1.079, H5 1.079
2 H -2.198 0.217 -0.871  B1 1.079
3 H -0.786 -0.652 -0.461  B1 1.079
4 H -0.632 0.961 -1.183  B1 1.079
5 H -1.193 0.730 0.511  B1 1.079
6 B 0.634 0.729 -4.852  H7 1.079, H8 1.079, H9 1.079, H10 1.079
7 H 0.389 1.081 -3.862  B6 1.079
8 H -0.113 0.049 -5.231  B6 1.079
9 H 0.700 1.625 -5.450  B6 1.079
10 H 1.574 0.201 -4.898  B6 1.079
11 C -1.913 3.439 -2.610  C12 1.533, H18 1.090, H19 1.090, H20 1.090
12 C -0.955 3.859 -1.490  C11 1.533, O13 1.244, N14 1.501
13 O 0.041 4.601 -1.568  C12 1.244
14 N -1.288 3.242 -0.163  C12 1.501, H15 1.010, H16 1.010, C17 1.553
15 H -2.260 3.427 0.038  N14 1.010
16 H -1.279 2.234 -0.224  N14 1.010
17 C -0.344 3.731 0.970  N14 1.553, H21 1.090, H22 1.090, H23 1.090
18 H -2.679 4.170 -2.870  C11 1.090
19 H -2.299 2.452 -2.354  C11 1.090
20 H -1.427 3.407 -3.585  C11 1.090
21 H 0.659 3.305 0.952  C17 1.090
22 H -0.853 3.524 1.911  C17 1.090
23 H -0.439 4.817 0.946  C17 1.090
24 C -4.745 -0.466 1.306  C25 1.519, H31 1.090, H32 1.090, H33 1.090
25 C -5.393 0.895 1.491  C24 1.519, O26 1.199, N27 1.539
26 O -6.420 1.139 0.924  C25 1.199
27 N -4.935 1.869 2.591  C25 1.539, H28 1.010, H29 1.010, C30 1.528
28 H -5.120 2.778 2.191  N27 1.010
29 H -5.443 1.835 3.463  N27 1.010
30 C -3.448 1.678 2.885  N27 1.528, H34 1.090, H35 1.090, H36 1.090
31 H -5.114 -1.009 0.436  C24 1.090
32 H -5.091 -1.066 2.148  C24 1.090
33 H -3.657 -0.518 1.327  C24 1.090
34 H -3.485 0.849 3.592  C30 1.090
35 H -3.169 2.647 3.300  C30 1.090
36 H -2.860 1.448 1.996  C30 1.090
37 C -0.097 -3.051 1.662  N38 1.518, H51 1.090, H52 1.090, H53 1.090
38 N 1.191 -2.271 1.847  C37 1.518, C39 1.345, C43 1.362
39 C 2.304 -2.988 2.087  N38 1.345, C40 1.389, H54 1.080
40 C 3.476 -2.336 2.447  C39 1.389, C41 1.394, H55 1.080
41 C 3.628 -0.956 2.310  C40 1.394, C42 1.416, C44 1.489
42 C 2.455 -0.221 2.010  C41 1.416, C43 1.387, H56 1.080
43 C 1.271 -0.912 1.798  N38 1.362, C42 1.387, H57 1.080
44 C 4.844 -0.255 2.807  C41 1.489, C45 1.409, C49 1.477
45 C 6.161 -0.754 2.758  C44 1.409, C46 1.459, H58 1.080
46 C 7.279 0.145 3.026  C45 1.459, N47 1.325, H59 1.080
47 N 7.088 1.377 3.474  C46 1.325, C48 1.326, C50 1.494
48 C 5.863 1.765 3.799  N47 1.326, C49 1.413, H60 1.080
49 C 4.687 1.084 3.411  C44 1.477, C48 1.413, H61 1.080
50 C 8.197 2.262 3.943  N47 1.494, H62 1.090, H63 1.090, H64 1.090
51 H -0.526 -2.853 0.680  C37 1.090
52 H -0.694 -2.835 2.548  C37 1.090
53 H 0.178 -4.087 1.862  C37 1.090
54 H 2.255 -4.067 2.088  C39 1.080
55 H 4.254 -2.968 2.848  C40 1.080
56 H 2.424 0.852 1.892  C42 1.080
57 H 0.349 -0.416 1.535  C43 1.080
58 H 6.331 -1.730 2.328  C45 1.080
59 H 8.293 -0.081 2.730  C46 1.080
60 H 5.884 2.752 4.237  C48 1.080
61 H 3.736 1.596 3.425  C49 1.080
62 H 8.009 3.250 3.522  C50 1.090
63 H 9.197 1.858 3.779  C50 1.090
64 H 7.977 2.356 5.006  C50 1.090
65 C 4.107 -0.835 -2.959  C66 1.535, H74 1.090, H75 1.090, H76 1.090
66 C 2.773 -1.390 -2.441  C65 1.535, C67 1.546, N70 1.501, H77 1.090
67 C 2.870 -2.253 -1.162  C66 1.546, O68 1.446, H78 1.090, H79 1.090
68 O 1.542 -2.760 -0.896  C67 1.446, C69 1.481
69 C 0.998 -3.697 -1.906  O68 1.481, H80 1.090, H81 1.090, H82 1.090
70 N 1.776 -0.303 -2.160  C66 1.501, H71 1.010, H72 1.010, H73 1.010
71 H 1.615 0.272 -2.975  N70 1.010
72 H 0.935 -0.757 -1.835  N70 1.010
73 H 2.037 0.301 -1.394  N70 1.010
74 H 3.929 -0.405 -3.945  C65 1.090
75 H 4.717 -1.728 -3.089  C65 1.090
76 H 4.634 -0.211 -2.237  C65 1.090
77 H 2.312 -1.926 -3.270  C66 1.090
78 H 3.308 -1.710 -0.325  C67 1.090
79 H 3.537 -3.061 -1.463  C67 1.090
80 H 0.193 -3.311 -2.530  C69 1.090
81 H 0.478 -4.459 -1.325  C69 1.090
82 H 1.643 -4.309 -2.537  C69 1.090
83 C -2.493 -1.448 -3.458  C84 1.586, H92 1.090, H93 1.090, H94 1.090
84 C -3.815 -1.649 -2.605  C83 1.586, C85 1.566, N88 1.562, H95 1.090
85 C -4.987 -0.725 -3.079  C84 1.566, O86 1.462, H96 1.090, H97 1.090
86 O -5.978 -0.924 -2.023  C85 1.462, C87 1.392
87 C -6.926 0.094 -1.980  O86 1.392, H98 1.090, H99 1.090, H100 1.090
88 N -4.261 -3.146 -2.635  C84 1.562, H89 1.010, H90 1.010, H91 1.010
89 H -3.762 -3.717 -1.968  N88 1.010
90 H -5.242 -3.290 -2.442  N88 1.010
91 H -4.067 -3.437 -3.582  N88 1.010
92 H -2.551 -1.511 -4.545  C83 1.090
93 H -1.673 -2.048 -3.063  C83 1.090
94 H -2.014 -0.495 -3.234  C83 1.090
95 H -3.620 -1.343 -1.577  C84 1.090
96 H -5.219 -1.055 -4.092  C85 1.090
97 H -4.512 0.256 -3.085  C85 1.090
98 H -7.384 0.197 -2.963  C87 1.090
99 H -6.453 1.007 -1.618  C87 1.090
100 H -7.584 -0.078 -1.128  C87 1.090
101 B -0.043 1.133 4.180  F102 1.418, F103 1.328, F104 1.319, F105 1.414
102 F -0.214 1.733 2.907  B101 1.418
103 F 1.163 1.570 4.522  B101 1.328
104 F -0.875 1.604 5.090  B101 1.319
105 F -0.168 -0.276 4.159  B101 1.414



# 2
8 unconnected molecules or ions with the total composition C26H62BN8O9. Source: OMol25; level of theory: the ωB97M-V functional and the def2-TZVPD basis.

Values from the calculation:
HOMO-LUMO gap: 4.66 eV
E_LUMO: 1.88 eV
highest occupied orbital energy: -2.8 eV
total charge: -1

Each atom is followed by the atoms it is bonded to, with distances in Å.
Positions of all 106 atoms, in Å:
1 C 0.409 4.298 -1.545  O2 1.484, H10 1.182, H11 1.188, H12 1.189
2 O -1.046 4.011 -1.483  C1 1.484, B3 1.505
3 B -1.323 3.128 -0.296  O2 1.505, O4 1.499, N5 1.534
4 O -1.608 1.697 -0.644  B3 1.499, H13 1.006
5 N -1.348 3.680 1.135  B3 1.534, C6 1.513
6 C -0.657 2.641 1.991  N5 1.513, C7 1.657, H14 1.192, H15 1.189
7 C -0.630 3.004 3.608  C6 1.657, C8 1.673, C9 1.642, H16 1.173
8 C 0.381 1.859 4.290  C7 1.673, H17 1.187, H18 1.189, H19 1.172
9 C 0.031 4.467 3.952  C7 1.642, H20 1.173, H21 1.193, H22 1.192
10 H 0.881 3.963 -2.575  C1 1.182
11 H 0.516 5.480 -1.518  C1 1.188
12 H 1.026 3.768 -0.678  C1 1.189
13 H -0.871 1.329 -1.222  O4 1.006
14 H -1.150 1.558 1.921  C6 1.192
15 H 0.445 2.520 1.562  C6 1.189
16 H -1.715 2.974 4.054  C7 1.173
17 H 1.455 2.117 3.857  C8 1.187
18 H 0.033 0.832 3.802  C8 1.189
19 H 0.342 1.857 5.461  C8 1.172
20 H 0.484 5.031 3.029  C9 1.173
21 H -0.736 5.227 4.459  C9 1.193
22 H 0.861 4.281 4.787  C9 1.192
23 C -2.285 -0.472 -5.460  C24 1.503, H28 1.093, H29 1.093, H30 1.093
24 C -1.999 -0.436 -3.985  C23 1.503, O25 1.227, N26 1.364
25 O -0.859 -0.523 -3.537  C24 1.227
26 N -3.056 -0.301 -3.134  C24 1.364, C27 1.443, H31 1.013
27 C -4.455 -0.185 -3.471  N26 1.443, H32 1.092, H33 1.093, H34 1.091
28 H -1.349 -0.583 -6.015  C23 1.093
29 H -2.928 -1.325 -5.694  C23 1.093
30 H -2.762 0.462 -5.770  C23 1.093
31 H -2.790 -0.284 -2.157  N26 1.013
32 H -4.823 0.762 -3.070  C27 1.092
33 H -4.988 -1.011 -2.995  C27 1.093
34 H -4.629 -0.215 -4.548  C27 1.091
35 C 3.626 -3.055 -1.894  C36 1.503, H40 1.093, H41 1.093, H42 1.093
36 C 2.468 -2.098 -1.951  C35 1.503, O37 1.227, N38 1.364
37 O 2.291 -1.233 -1.099  C36 1.227
38 N 1.597 -2.214 -2.995  C36 1.364, C39 1.443, H43 1.013
39 C 1.640 -3.161 -4.084  N38 1.443, H44 1.092, H45 1.093, H46 1.091
40 H 4.234 -2.845 -1.010  C35 1.093
41 H 3.257 -4.082 -1.824  C35 1.093
42 H 4.252 -2.935 -2.782  C35 1.093
43 H 0.843 -1.538 -2.970  N38 1.013
44 H 1.701 -2.599 -5.019  C39 1.092
45 H 0.713 -3.738 -4.068  C39 1.093
46 H 2.491 -3.840 -4.013  C39 1.091
47 C -7.441 -1.566 0.236  C48 1.503, H52 1.093, H53 1.093, H54 1.093
48 C -7.640 -0.082 0.106  C47 1.503, O49 1.227, N50 1.364
49 O -8.684 0.403 -0.322  C48 1.227
50 N -6.614 0.734 0.481  C48 1.364, C51 1.443, H55 1.013
51 C -5.323 0.351 1.002  N50 1.443, H56 1.092, H57 1.093, H58 1.091
52 H -8.340 -2.090 -0.099  C47 1.093
53 H -6.602 -1.885 -0.387  C47 1.093
54 H -7.259 -1.826 1.283  C47 1.093
55 H -6.817 1.720 0.366  N50 1.013
56 H -5.208 0.805 1.989  C51 1.092
57 H -4.556 0.746 0.332  C51 1.093
58 H -5.211 -0.730 1.084  C51 1.091
59 C -6.105 -0.109 6.931  C60 1.503, H64 1.093, H65 1.093, H66 1.093
60 C -6.733 -0.077 5.566  C59 1.503, O61 1.227, N62 1.364
61 O -7.346 -1.035 5.105  C60 1.227
62 N -6.604 1.065 4.832  C60 1.364, C63 1.443, H67 1.013
63 C -5.925 2.284 5.203  N62 1.443, H68 1.092, H69 1.093, H70 1.091
64 H -6.288 -1.080 7.399  C59 1.093
65 H -5.025 0.036 6.848  C59 1.093
66 H -6.547 0.667 7.562  C59 1.093
67 H -7.051 1.016 3.924  N62 1.013
68 H -6.652 3.099 5.175  C63 1.092
69 H -5.142 2.473 4.466  C63 1.093
70 H -5.481 2.228 6.198  C63 1.091
71 C 6.766 -1.494 -2.687  C72 1.503, H76 1.093, H77 1.093, H78 1.093
72 C 7.126 -2.796 -3.348  C71 1.503, O73 1.227, N74 1.364
73 O 6.671 -3.870 -2.969  C72 1.227
74 N 7.990 -2.756 -4.403  C72 1.364, C75 1.443, H79 1.013
75 C 8.623 -1.598 -4.986  N74 1.443, H80 1.092, H81 1.093, H82 1.091
76 H 6.071 -1.679 -1.864  C71 1.093
77 H 7.664 -1.022 -2.281  C71 1.093
78 H 6.279 -0.833 -3.409  C71 1.093
79 H 8.188 -3.668 -4.798  N74 1.013
80 H 8.331 -1.545 -6.038  C75 1.092
81 H 9.705 -1.733 -4.919  C75 1.093
82 H 8.341 -0.672 -4.485  C75 1.091
83 C -2.064 -2.247 1.828  C84 1.503, H88 1.093, H89 1.093, H90 1.093
84 C -3.369 -2.991 1.763  C83 1.503, O85 1.227, N86 1.364
85 O -4.426 -2.436 1.479  C84 1.227
86 N -3.352 -4.328 2.032  C84 1.364, C87 1.443, H91 1.013
87 C -2.217 -5.148 2.381  N86 1.443, H92 1.092, H93 1.093, H94 1.091
88 H -2.230 -1.192 1.591  C83 1.093
89 H -1.648 -2.313 2.837  C83 1.093
90 H -1.363 -2.659 1.098  C83 1.093
91 H -4.265 -4.765 1.969  N86 1.013
92 H -2.127 -5.939 1.633  C87 1.092
93 H -2.409 -5.595 3.359  C87 1.093
94 H -1.288 -4.578 2.420  C87 1.091
95 C 9.690 1.511 0.252  C96 1.503, H100 1.093, H101 1.093, H102 1.093
96 C 8.659 1.297 -0.822  C95 1.503, O97 1.227, N98 1.364
97 O 8.321 0.176 -1.190  C96 1.227
98 N 8.095 2.400 -1.392  C96 1.364, C99 1.443, H103 1.013
99 C 8.363 3.786 -1.092  N98 1.443, H104 1.092, H105 1.093, H106 1.091
100 H 10.051 0.544 0.613  C95 1.093
101 H 10.538 2.069 -0.152  C95 1.093
102 H 9.244 2.049 1.093  C95 1.093
103 H 7.411 2.182 -2.106  N98 1.013
104 H 7.427 4.251 -0.772  C99 1.092
105 H 8.711 4.270 -2.008  C99 1.093
106 H 9.113 3.907 -0.310  C99 1.091